{"formula": "C41H91ClLiN9O30", "method": "ωB97M-V/def2-TZVPD", "e_tot_ev": -131522.508, "spin_multiplicity": 1, "homo_ev": -9.619, "largest_force_ev_per_a": 3.1, "de_lowest_kj_mol": 0.0, "symbols": ["Li", "Cl", "O", "O", "O", "O", "C", "C", "C", "O", "C", "H", "H", "H", "H", "H", "H", "H", "H", "C", "C", "C", "O", "C", "H", "H", "H", "H", "H", "H", "H", "H", "C", "C", "C", "O", "C", "H", "H", "H", "H", "H", "H", "H", "H", "C", "C", "C", "O", "C", "H", "H", "H", "H", "H", "H", "H", "H", "C", "C", "C", "O", "C", "H", "H", "H", "H", "H", "H", "H", "H", "C", "C", "C", "O", "C", "H", "H", "H", "H", "H", "H", "H", "H", "C", "C", "C", "O", "C", "H", "H", "H", "H", "H", "H", "H", "H", "C", "C", "C", "O", "C", "H", "H", "H", "H", "H", "H", "H", "H", "C", "N", "O", "O", "H", "H", "H", "C", "N", "O", "O", "H", "H", "H", "C", "N", "O", "O", "H", "H", "H", "C", "N", "O", "O", "H", "H", "H", "C", "N", "O", "O", "H", "H", "H", "C", "N", "O", "O", "H", "H", "H", "C", "N", "O", "O", "H", "H", "H", "C", "N", "O", "O", "H", "H", "H", "C", "N", "O", "O", "H", "H", "H"], "xyz": [[2.12, 1.89, 1.61], [-0.27, 0.17, 0.91], [-0.33, -1.26, 0.70], [-0.16, 0.91, -0.38], [-1.47, 0.65, 1.57], [0.93, 0.43, 1.76], [3.44, 1.87, 5.74], [3.01, 3.34, 5.45], [3.48, 3.42, 3.97], [3.02, 2.19, 3.42], [2.99, 1.16, 4.45], [2.94, 1.52, 6.68], [4.57, 1.77, 5.81], [3.64, 4.05, 6.06], [1.97, 3.45, 5.66], [4.58, 3.48, 4.01], [3.05, 4.28, 3.50], [3.74, 0.39, 4.25], [1.93, 0.84, 4.46], [4.48, -0.93, 0.14], [3.25, -0.85, -0.81], [3.14, 0.66, -1.03], [3.45, 1.21, 0.31], [4.44, 0.36, 0.97], [5.41, -0.87, -0.41], [4.56, -1.73, 0.86], [2.42, -1.08, -0.17], [3.33, -1.41, -1.71], [2.13, 1.00, -1.30], [3.91, 1.07, -1.69], [4.06, 0.12, 1.96], [5.37, 0.90, 1.04], [1.23, -2.89, -3.77], [0.46, -3.68, -4.84], [-0.48, -4.53, -4.10], [-0.17, -4.41, -2.72], [0.40, -3.16, -2.50], [1.30, -1.83, -4.02], [2.29, -3.22, -3.65], [1.18, -4.18, -5.44], [0.00, -3.03, -5.59], [-0.44, -5.58, -4.38], [-1.54, -4.21, -4.33], [0.98, -3.18, -1.58], [-0.37, -2.38, -2.46], [-1.59, 3.54, 2.67], [-1.54, 3.95, 1.16], [-0.04, 4.26, 0.99], [0.64, 3.31, 1.78], [-0.09, 3.26, 2.99], [-2.06, 2.57, 2.78], [-2.14, 4.24, 3.33], [-2.08, 4.83, 0.93], [-1.82, 3.17, 0.46], [0.26, 5.28, 1.31], [0.34, 4.06, -0.02], [0.28, 3.97, 3.71], [0.12, 2.25, 3.38], [-1.99, 1.57, 7.00], [-2.14, 0.68, 5.76], [-0.79, -0.10, 5.73], [0.17, 0.64, 6.55], [-0.53, 1.83, 6.97], [-2.30, 1.13, 7.99], [-2.58, 2.48, 6.88], [-2.22, 1.37, 4.94], [-2.99, 0.00, 5.67], [-0.39, -0.17, 4.71], [-0.83, -1.09, 6.12], [-0.24, 2.63, 6.20], [-0.13, 2.03, 7.96], [-3.50, -5.45, -1.40], [-4.97, -5.25, -1.27], [-5.09, -4.27, -0.13], [-3.83, -3.57, -0.06], [-3.02, -4.03, -1.15], [-3.20, -5.95, -2.31], [-3.19, -6.00, -0.50], [-5.60, -6.08, -1.01], [-5.33, -4.81, -2.21], [-5.27, -4.75, 0.82], [-5.90, -3.54, -0.35], [-1.96, -4.03, -0.86], [-3.16, -3.32, -1.99], [-1.67, 1.10, -4.11], [-1.99, 1.32, -5.63], [-0.75, 0.70, -6.29], [0.16, 0.17, -5.21], [-0.13, 0.95, -4.08], [-2.19, 0.33, -3.61], [-1.98, 2.00, -3.52], [-2.05, 2.37, -5.78], [-2.91, 0.80, -5.86], [-0.14, 1.42, -6.82], [-1.00, -0.06, -6.97], [0.28, 1.97, -4.27], [0.33, 0.44, -3.23], [3.46, 0.92, -6.05], [3.19, 2.39, -6.50], [2.66, 2.99, -5.22], [3.13, 2.23, -4.10], [3.90, 1.11, -4.57], [4.13, 0.38, -6.69], [2.49, 0.39, -6.05], [2.53, 2.46, -7.42], [4.16, 2.81, -6.75], [1.53, 2.90, -5.28], [2.91, 4.00, -5.08], [3.81, 0.18, -3.99], [4.95, 1.39, -4.52], [1.28, -2.79, 3.19], [2.46, -2.11, 3.75], [3.44, -1.97, 3.02], [2.40, -1.73, 4.92], [1.42, -2.79, 2.14], [0.39, -2.20, 3.50], [1.32, -3.78, 3.62], [-3.02, -3.22, 2.75], [-2.44, -3.53, 4.07], [-2.96, -3.02, 5.07], [-1.38, -4.08, 4.09], [-2.78, -4.03, 2.05], [-2.44, -2.39, 2.50], [-4.08, -3.03, 2.89], [-0.38, -6.72, 1.29], [-0.10, -7.85, 0.40], [0.88, -8.53, 0.67], [-0.88, -8.14, -0.47], [-0.69, -7.20, 2.24], [-1.17, -6.16, 0.76], [0.54, -6.25, 1.60], [-5.58, 4.40, -1.88], [-4.16, 4.95, -1.83], [-3.35, 4.24, -2.41], [-3.95, 5.99, -1.28], [-5.91, 4.70, -0.88], [-5.61, 3.35, -2.04], [-6.18, 5.02, -2.59], [-3.31, -0.46, -0.93], [-4.76, -0.76, -0.90], [-5.35, -0.93, -1.96], [-5.25, -0.84, 0.21], [-2.91, -0.41, 0.09], [-3.21, 0.46, -1.49], [-2.82, -1.34, -1.42], [4.18, 3.69, -1.42], [4.30, 3.85, 0.04], [5.30, 3.52, 0.67], [3.32, 4.31, 0.64], [4.46, 4.60, -1.88], [3.20, 3.40, -1.63], [4.88, 2.89, -1.76], [4.82, -5.35, 1.16], [3.30, -5.56, 1.34], [2.56, -5.17, 0.47], [3.00, -6.11, 2.37], [4.98, -4.33, 0.83], [5.06, -5.92, 0.31], [5.29, -5.63, 2.06], [-4.53, 1.63, 2.32], [-5.29, 2.27, 1.24], [-6.30, 2.81, 1.56], [-4.93, 2.15, 0.08], [-5.13, 0.90, 2.84], [-4.28, 2.44, 3.02], [-3.66, 1.22, 1.84], [-0.37, 4.85, -3.44], [0.48, 5.64, -4.44], [1.42, 6.27, -3.99], [0.11, 5.65, -5.62], [-0.74, 3.99, -3.98], [-1.18, 5.54, -3.09], [0.23, 4.56, -2.59]]}



{"formula": "H19O9", "method": "ωB97M-V/def2-TZVPD", "charge": 1, "e_tot_ev": -18728.729, "spin_multiplicity": 1, "homo_ev": -14.817, "largest_force_ev_per_a": 4.4, "de_lowest_kj_mol": 285.2, "symbols": ["O", "H", "H", "O", "H", "O", "H", "H", "O", "H", "H", "O", "H", "H", "O", "H", "H", "O", "H", "H", "O", "H", "H", "O", "H", "H", "H", "H"], "xyz": [[-0.55, 3.48, 1.14], [-1.09, 3.95, 1.85], [3.53, -0.60, 2.11], [-2.13, 3.05, -0.99], [-2.52, 3.51, -1.68], [0.02, -1.13, -1.74], [1.53, -1.24, 0.97], [-0.89, -1.46, -1.77], [0.76, -1.47, 0.57], [-0.80, 3.81, 0.32], [-2.52, 3.59, -0.37], [1.56, 1.88, 0.41], [-1.47, -4.35, 1.76], [1.33, 2.77, 0.64], [-1.20, -3.46, 1.51], [-0.38, -3.73, 0.93], [1.12, 1.23, 1.01], [-1.40, -3.39, -1.17], [0.50, -1.46, -0.75], [-2.06, -3.12, -1.79], [0.03, 1.39, -1.74], [0.03, -1.65, 1.11], [-2.02, -3.64, -0.36], [3.71, -0.86, 1.27], [-0.50, 1.71, -0.97], [0.97, 1.66, -1.40], [-0.01, -0.03, -1.70], [4.44, -0.43, 0.83]]}



{"formula": "C2H7NS", "method": "ωB97M-V/def2-TZVPD", "e_tot_ev": -14510.734, "smiles": "C=N.CS", "spin_multiplicity": 1, "homo_ev": -7.407, "largest_force_ev_per_a": 2.2, "de_lowest_kj_mol": 185.9, "symbols": ["C", "S", "H", "H", "H", "C", "N", "H", "H", "H", "H"], "xyz": [[-1.75, 0.61, 1.20], [-0.64, 1.85, 0.46], [-2.63, 0.35, 0.60], [-1.15, -0.30, 1.25], [-2.11, 0.77, 2.21], [1.31, -1.08, -1.34], [1.52, -0.01, -0.66], [2.18, -1.68, -1.68], [0.28, -1.44, -1.32], [0.46, 0.77, -0.23], [2.53, 0.16, -0.48]]}



{"formula": "C6H13NO2", "method": "ωB97M-V/def2-TZVPD", "e_tot_ev": -12018.213, "smiles": "CC(C)C[C@H](N)C(=O)O", "spin_multiplicity": 1, "homo_ev": -9.334, "largest_force_ev_per_a": 1.7, "de_lowest_kj_mol": 49.4, "symbols": ["C", "C", "C", "C", "C", "C", "H", "H", "H", "H", "H", "H", "H", "H", "H", "H", "H", "H", "H", "N", "O", "O"], "xyz": [[-1.14, 0.85, -0.65], [-1.91, -0.44, -0.45], [0.32, 0.49, -1.06], [1.12, 0.04, 0.17], [2.53, -0.36, -0.21], [0.48, -1.10, 1.04], [-1.97, 1.65, 1.11], [-0.86, 2.64, 0.44], [-1.55, 1.40, -1.49], [0.85, 1.33, -1.50], [0.29, -0.30, -1.82], [1.16, 0.93, 0.81], [2.49, -1.36, -0.69], [3.13, -0.48, 0.73], [3.10, 0.37, -0.86], [1.04, -1.48, 1.88], [-0.44, -0.67, 1.45], [0.23, -1.96, 0.42], [-3.15, -1.31, 0.58], [-1.13, 1.67, 0.55], [-1.82, -1.48, -1.06], [-2.76, -0.43, 0.61]]}



{"formula": "C6H4O3", "method": "ωB97M-V/def2-TZVPD", "e_tot_ev": -12423.810, "spin_multiplicity": 1, "homo_ev": -9.549, "largest_force_ev_per_a": 8.5, "de_lowest_kj_mol": 357.9, "symbols": ["C", "C", "C", "C", "C", "C", "H", "H", "H", "H", "O", "O", "O"], "xyz": [[-0.69, 1.34, -1.63], [-0.02, 0.40, -0.59], [1.20, -0.23, -0.74], [1.44, -0.89, 0.73], [0.22, -0.74, 1.56], [-0.75, 0.06, 0.54], [0.03, 2.51, -2.22], [2.03, -0.14, -1.54], [0.11, -1.90, 1.35], [0.48, -0.26, 2.56], [-2.01, 1.15, -1.70], [2.48, -1.32, 1.16], [-1.87, 0.20, 0.61]]}



{"formula": "C24H26As2N2O3Tl", "method": "ωB97M-V/def2-TZVPD", "charge": 1, "e_tot_ev": -160796.212, "spin_multiplicity": 1, "homo_ev": -10.357, "largest_force_ev_per_a": 0.7, "symbols": ["Tl", "O", "C", "C", "C", "C", "C", "C", "C", "O", "N", "N", "C", "C", "C", "C", "C", "C", "C", "O", "H", "H", "H", "H", "H", "H", "H", "H", "H", "H", "C", "As", "C", "C", "C", "C", "C", "C", "C", "As", "C", "C", "H", "H", "H", "H", "H", "H", "H", "H", "H", "H", "H", "H", "H", "H", "H", "H"], "xyz": [[-0.26, 0.08, -0.54], [4.03, -0.53, 3.25], [2.94, -0.50, 4.03], [3.15, -0.56, 5.41], [2.08, -0.53, 6.28], [0.77, -0.44, 5.81], [0.56, -0.36, 4.45], [1.62, -0.39, 3.54], [1.30, -0.30, 2.10], [0.08, -0.03, 1.77], [2.26, -0.57, 1.23], [1.84, -0.49, -0.09], [2.72, -0.74, -0.99], [2.54, -0.71, -2.43], [3.70, -1.02, -3.17], [3.71, -1.01, -4.54], [2.54, -0.67, -5.22], [1.39, -0.37, -4.52], [1.35, -0.39, -3.12], [0.16, -0.13, -2.57], [3.72, -0.47, 2.32], [4.17, -0.63, 5.77], [2.27, -0.58, 7.35], [-0.06, -0.43, 6.50], [-0.45, -0.28, 4.06], [3.71, -0.99, -0.63], [4.60, -1.26, -2.62], [4.62, -1.25, -5.09], [2.52, -0.65, -6.30], [0.47, -0.11, -5.03], [-3.39, -2.70, -0.43], [-1.98, -1.77, 0.51], [-1.11, -3.16, 1.52], [-2.95, -0.74, 1.83], [-3.70, -1.45, 2.76], [-4.42, -0.78, 3.74], [-4.40, 0.61, 3.79], [-3.65, 1.32, 2.86], [-2.92, 0.65, 1.88], [-1.90, 1.78, 0.69], [-3.23, 2.78, -0.27], [-1.01, 3.05, 1.82], [-4.00, -3.24, 0.29], [-2.95, -3.40, -1.13], [-4.01, -1.98, -0.97], [-1.86, -3.72, 2.07], [-0.40, -2.71, 2.20], [-0.59, -3.82, 0.82], [-3.73, -2.53, 2.73], [-5.00, -1.34, 4.46], [-4.96, 1.13, 4.55], [-3.65, 2.40, 2.92], [-3.87, 3.29, 0.45], [-3.83, 2.09, -0.87], [-2.74, 3.50, -0.92], [-1.76, 3.63, 2.35], [-0.41, 3.71, 1.20], [-0.38, 2.50, 2.51]]}



{"formula": "C23H28N6RhS", "method": "ωB97M-V/def2-TZVPD", "charge": 3, "e_tot_ev": -47064.441, "spin_multiplicity": 1, "homo_ev": [-17.496, -17.496], "largest_force_ev_per_a": 3.2, "de_lowest_kj_mol": 293.7, "symbols": ["Rh", "C", "C", "C", "C", "C", "C", "N", "C", "C", "C", "C", "C", "N", "C", "C", "C", "C", "C", "C", "N", "H", "H", "H", "H", "H", "H", "H", "H", "H", "H", "H", "H", "H", "H", "H", "N", "C", "C", "C", "N", "H", "H", "H", "H", "H", "H", "H", "H", "H", "H", "S", "C", "C", "N", "C", "H", "H", "H"], "xyz": [[-0.15, 0.09, -0.43], [-3.01, 0.09, -2.22], [-3.37, -0.14, -0.79], [-4.71, -0.41, -0.45], [-5.05, -0.57, 0.87], [-4.06, -0.45, 1.84], [-2.75, -0.21, 1.45], [-2.44, -0.07, 0.15], [-1.63, -0.13, 2.40], [-1.79, -0.12, 3.79], [-0.66, -0.07, 4.59], [0.60, -0.10, 4.00], [0.69, -0.12, 2.61], [-0.41, -0.11, 1.86], [1.95, -0.30, 1.87], [3.20, -0.25, 2.50], [4.32, -0.63, 1.78], [4.17, -1.07, 0.48], [2.90, -1.05, -0.12], [2.74, -1.54, -1.51], [1.84, -0.65, 0.58], [-3.49, 1.00, -2.58], [-3.36, -0.73, -2.84], [-1.92, 0.20, -2.32], [-5.45, -0.48, -1.24], [-6.07, -0.78, 1.16], [-4.31, -0.58, 2.88], [-2.77, -0.13, 4.24], [-0.75, -0.04, 5.66], [1.49, -0.12, 4.61], [3.29, 0.08, 3.52], [5.30, -0.61, 2.24], [5.01, -1.42, -0.10], [3.67, -1.47, -2.06], [1.96, -0.98, -2.03], [2.45, -2.59, -1.49], [0.47, 1.48, -2.26], [1.74, 2.24, -2.25], [1.66, 3.45, -1.32], [1.52, 3.07, 0.14], [0.24, 2.40, 0.44], [0.48, 0.85, -3.07], [-0.30, 2.14, -2.41], [1.97, 2.60, -3.26], [2.55, 1.57, -1.94], [0.83, 4.08, -1.62], [2.57, 4.03, -1.44], [1.61, 3.99, 0.74], [2.33, 2.40, 0.45], [-0.52, 3.00, 0.12], [0.15, 2.33, 1.45], [-0.91, -4.39, -1.88], [-0.64, -3.48, -3.29], [-0.41, -2.17, -2.99], [-0.44, -1.89, -1.65], [-0.70, -2.97, -0.95], [-0.67, -3.92, -4.27], [-0.20, -1.41, -3.72], [-0.77, -2.97, 0.12]]}